Entry 1:
The following is a DFT calculation (ωB97M-V with the def2-TZVPD basis set) of C11H25CaO8S as an isolated structure at a distorted geometry.

Summary:
HOMO energy: -9.83 eV
gap between HOMO and LUMO: 7.19 eV

The geometry in ORCA input format:
```
! wB97M-V def2-TZVPD RIJCOSX def2/J DEFGRID3
* xyz 1 1
Ca 0.53233 0.57655 -0.58402
C 2.18534 0.56657 1.96002
C 0.81140 1.10170 2.33099
O 0.27492 1.84417 1.20096
C -1.13463 2.18806 1.34249
C -1.64362 2.65194 -0.01458
O -1.30823 1.67603 -1.03831
C -2.31460 0.92681 -1.75630
C -2.09832 -0.57020 -1.56254
O -0.69852 -0.91064 -1.86508
C -0.15517 -1.96502 -1.07402
C 1.58293 -1.52234 0.75288
O 2.19664 -0.22271 0.72382
H 2.56643 -0.04837 2.77459
H 2.88508 1.37580 1.75841
H 0.90714 1.77115 3.18881
H 0.13740 0.27488 2.58231
H -1.24096 2.98285 2.08340
H -1.67032 1.28735 1.65505
H -1.16428 3.58381 -0.31612
H -2.72199 2.80099 0.02642
H -2.24150 1.21744 -2.80484
H -3.30715 1.17673 -1.38117
H -2.73993 -1.13360 -2.23966
H -2.29525 -0.82269 -0.51495
H 0.69644 -2.37957 -1.61715
H -0.90246 -2.72821 -0.86489
H 2.19763 -2.19850 0.15779
H 1.43040 -1.86597 1.77549
C 2.80366 -0.69998 -3.79515
C 3.13389 0.28710 -2.69901
O 1.96796 1.07321 -2.31930
H 3.59232 -1.44808 -3.87322
H 2.71369 -0.21003 -4.76477
H 1.86294 -1.21222 -3.58551
H 3.92156 0.97909 -2.99413
H 3.44954 -0.20564 -1.78022
H 1.70490 1.60713 -3.07838
C -2.83293 -1.60326 3.67375
S -1.76258 -1.84488 2.25451
O -2.11121 -0.62282 1.40054
O -0.39049 -1.66591 2.85617
O 0.27442 -1.39623 0.17589
H -2.32968 -0.90388 4.34104
H -2.97805 -2.55783 4.17784
H -3.78710 -1.21078 3.33017
*
```

***

Entry 2:
The following is a DFT calculation (ωB97M-V with the def2-TZVPD basis set) of C25H48CrP2 as an isolated structure at a distorted geometry.

Summary:
HOMO energy (alpha / beta): -9.95 / -10.83 eV
<S²>: 3.99
gap between HOMO and LUMO (alpha / beta): 7.27 / 8.96 eV

The geometry in ORCA input format:
```
! wB97M-V def2-TZVPD RIJCOSX def2/J DEFGRID3
* xyz 1 4
Cr 0.76577 -0.11754 -0.01538
C 1.48598 -1.32010 -1.71510
C 0.68619 -0.25696 -2.26695
C 2.53319 0.70968 -1.26427
C 2.66130 -0.71823 -1.15766
C 1.33213 0.99713 -1.97615
C 1.27280 -2.78744 -1.94185
H 0.20687 -3.03808 -1.97068
H 1.74808 -3.38477 -1.15503
H 1.70549 -3.09752 -2.90359
C 3.90513 -1.47675 -0.77545
H 3.74164 -2.56037 -0.85637
H 4.25415 -1.26193 0.24464
H 4.72733 -1.21675 -1.46556
C 3.57839 1.72022 -0.88248
H 4.13520 2.03171 -1.77809
H 4.30516 1.31242 -0.16953
H 3.13429 2.62663 -0.44674
C 0.96980 2.30949 -2.59649
H 1.27659 2.34334 -3.65352
H 1.45727 3.14452 -2.08070
H -0.11402 2.46606 -2.56534
C -0.37478 -0.45413 -3.28619
H 0.06044 -0.67037 -4.27617
H -0.98391 0.44597 -3.37062
H -1.02284 -1.28851 -3.00478
C -2.37750 -0.48205 0.59062
C -2.21346 -1.08002 -0.60104
C -3.30539 -1.07972 -1.62925
C -3.49349 0.23028 -2.45867
C -2.70936 1.43004 -2.00327
C -2.94976 1.99856 -0.81616
C -4.01145 1.48484 0.11549
C -3.67612 0.19850 0.92569
H -4.28607 -1.29875 -1.17161
H -4.57538 0.44570 -2.43702
H -3.12867 -1.90474 -2.33818
H -4.52621 -0.48272 0.75742
H -1.65595 -0.59954 1.40900
H -1.36152 -1.74322 -0.80754
H -3.71096 0.44085 1.99653
H -4.26648 2.28859 0.82522
H -2.53991 2.97662 -0.55545
H -4.94083 1.27570 -0.44066
H -3.25119 0.01141 -3.50900
H -2.09558 1.93433 -2.75132
P 0.62396 -2.31520 1.78297
C 2.09252 -3.39825 1.86242
H 1.93060 -4.16459 2.63274
H 2.99876 -2.83474 2.10760
H 2.26028 -3.88777 0.89509
C 0.18080 -1.96599 3.51716
H 0.33824 -2.86446 4.12805
H -0.86828 -1.65271 3.58244
H 0.79756 -1.15306 3.91745
C -0.64057 -3.45625 1.18052
H -1.60004 -2.93682 1.09243
H -0.73217 -4.30528 1.86582
H -0.37096 -3.81679 0.18288
P 0.32028 2.16367 1.71267
C -0.09194 3.39625 0.45931
H -0.60096 4.26075 0.90452
H -0.73899 2.93749 -0.29365
H 0.81176 3.73059 -0.06509
C -1.18874 1.81208 2.65048
H -2.05411 1.72103 1.98094
H -1.37790 2.59201 3.39932
H -1.07696 0.84958 3.16933
C 1.46975 3.05884 2.82322
H 1.09429 4.06813 3.05042
H 2.45037 3.15103 2.33405
H 1.61389 2.50650 3.76025
C 2.22803 -0.05705 1.66119
H 3.24243 0.03772 1.23270
H 2.36263 -0.84592 2.43074
H 2.15310 0.86683 2.27130
*
```

***

Entry 3:
The following is a DFT calculation (ωB97M-V with the def2-TZVPD basis set) of C36H53BaN8O2PSe as an isolated structure.

Summary:
HOMO energy: -6.95 eV
relative energy (zero: lowest compared OMol25 entry of this formula, charge and spin): 0.0 kJ/mol
gap between HOMO and LUMO: 5.99 eV

The geometry in ORCA input format:
```
! wB97M-V def2-TZVPD RIJCOSX def2/J DEFGRID3
* xyz 0 1
Ba -1.14446 -0.38763 -0.81559
C -2.73558 -3.24087 6.25849
C -2.70261 -1.74082 6.55737
C -1.41013 -1.09400 6.13473
C -0.44757 -0.78139 7.08019
C 0.75001 -0.18466 6.71187
C 0.98077 0.09043 5.37744
C 0.04936 -0.22929 4.39201
C 0.41931 0.06136 2.95726
C 1.25700 -1.07362 2.35273
C -1.16160 -0.83268 4.77168
N -2.21588 -1.12679 3.89606
C -2.04580 -1.63879 2.74426
C -3.14316 -1.92951 1.84787
C -4.49219 -2.13987 2.14684
C -5.12512 -2.39164 0.92599
C -4.12572 -2.32159 -0.04805
N -2.91555 -2.05401 0.49704
H -3.66775 -3.68692 6.60824
H -1.90691 -3.75204 6.75180
H -2.65617 -3.41905 5.18610
H -2.84128 -1.57915 7.62878
H -3.52875 -1.25672 6.03419
H -0.64767 -0.99451 8.12394
H 1.48868 0.07266 7.45988
H 1.90700 0.57032 5.07888
H 0.99741 0.98980 2.92543
H -0.47879 0.24483 2.36490
H 2.25625 -1.07893 2.79288
H 1.35305 -0.98333 1.26916
H 0.81277 -2.04774 2.56821
H -1.05615 -1.91397 2.35171
H -4.92505 -2.11796 3.13441
H -6.16639 -2.62013 0.76128
H -4.23363 -2.46235 -1.11563
C -4.04331 0.84637 -3.38271
C -2.57938 1.19050 -3.68301
C -2.34246 2.67871 -3.39298
C -2.28325 0.90703 -5.16099
O -1.74594 0.42419 -2.87561
H -4.73836 1.41759 -4.00237
H -4.26425 1.06143 -2.33239
H -4.21368 -0.21805 -3.55600
H -2.96237 3.32337 -4.02122
H -1.29220 2.92231 -3.56709
H -2.57253 2.89225 -2.34529
H -3.02598 1.36028 -5.82159
H -2.28070 -0.17218 -5.32531
H -1.29963 1.30106 -5.42784
O 1.28243 -1.14858 -0.98947
P 2.39545 -0.51284 -1.76665
N 2.32870 1.12772 -1.56868
C 1.92597 1.68116 -0.25503
C 2.97102 2.76219 0.07801
C 4.12158 2.48979 -0.89169
C 3.38754 1.97778 -2.12418
N 3.81498 -1.19364 -1.28082
C 5.06363 -1.18047 -2.04267
C 5.56690 -2.61106 -1.89983
C 5.20491 -2.94308 -0.45181
C 3.88637 -2.19319 -0.19868
N 2.37955 -0.66492 -3.40136
C 2.46194 -2.02683 -3.96780
C 1.29634 -2.08374 -4.94703
C 1.26754 -0.65962 -5.49236
C 1.48853 0.18223 -4.23922
H 1.91424 0.89428 0.49984
H 0.92526 2.11902 -0.30643
H 3.27820 2.71938 1.12178
H 2.55317 3.75344 -0.10377
H 4.76894 1.69995 -0.50198
H 4.73045 3.37078 -1.09201
H 4.01581 1.41549 -2.81458
H 2.93856 2.80968 -2.67702
H 5.78353 -0.47968 -1.60102
H 4.88205 -0.87832 -3.07329
H 6.63229 -2.70650 -2.10561
H 5.02260 -3.26027 -2.58942
H 5.98184 -2.57133 0.21814
H 5.10126 -4.01226 -0.27580
H 3.89030 -1.71367 0.78260
H 3.01701 -2.84923 -0.24225
H 2.39534 -2.78525 -3.18554
H 3.41514 -2.15882 -4.49157
H 0.36995 -2.28624 -4.40406
H 1.42556 -2.84760 -5.71266
H 0.33268 -0.40521 -5.98766
H 2.08726 -0.51605 -6.20069
H 0.53275 0.37413 -3.74183
H 1.96793 1.13778 -4.45611
Se -4.09341 0.74887 0.98726
N -4.79915 2.34493 1.04126
C -3.80453 3.22636 0.91697
C -3.93248 4.63771 0.91870
C -2.79485 5.36571 0.75335
C -1.54321 4.70611 0.58827
N -1.36961 3.41195 0.58748
C -2.49470 2.66925 0.75871
N -2.45036 1.33621 0.77700
H -4.90673 5.09031 1.04277
H -2.82104 6.44639 0.74081
H -0.64904 5.30555 0.44977
*
```

***

Entry 4:
The following is a DFT calculation (ωB97M-V with the def2-TZVPD basis set) of a 11-piece molecular cluster, H22O11 overall.

Summary:
HOMO energy: -10.24 eV
relative energy (zero: lowest compared OMol25 entry of this formula, charge and spin): 134.5 kJ/mol
structure (SMILES): O.O.O.O.O.O.O.O.O.O.O
gap between HOMO and LUMO: 9.84 eV

The geometry in ORCA input format:
```
! wB97M-V def2-TZVPD RIJCOSX def2/J DEFGRID3
* xyz 0 1
O 1.65663 1.64207 -2.05070
H 1.28605 2.50369 -2.27168
H 1.03502 1.26190 -1.39825
O -0.33685 0.32528 2.88701
H -1.23845 0.32211 3.22759
H -0.23298 1.18631 2.48053
O -2.70466 0.06840 0.21896
H -3.59239 0.02983 0.59131
H -2.41867 0.99360 0.34309
O 0.73415 -3.07724 0.58067
H 1.00839 -3.63776 1.31550
H 1.24495 -2.26281 0.67980
O 0.63141 -1.30768 -2.93157
H 0.82945 -0.74843 -2.17298
H -0.06852 -0.84098 -3.40028
O 2.23104 -0.68042 1.74655
H 2.79533 -1.34210 1.32698
H 2.01844 -1.04763 2.61508
O -1.45277 2.64115 0.65750
H -1.94591 3.41357 0.96137
H -0.65682 2.63175 1.19667
O -2.64102 -0.44221 -2.48357
H -2.35181 -0.39375 -1.54865
H -2.96038 -1.34430 -2.59420
O 3.80953 2.31362 -0.07360
H 3.08481 2.16865 -0.70503
H 4.43601 2.87060 -0.54518
O -1.96954 -2.92429 0.20883
H -2.20427 -1.99527 0.09871
H -0.99371 -2.91086 0.27950
O 0.33692 0.31691 -0.12259
H -0.38977 -0.14356 0.31794
H 1.02036 0.40984 0.56468
*
```

***

Number 1: E -57460.657 eV. Number 2: E -73694.731 eV. Number 3: E -129541.186 eV. Number 4: E -22880.120 eV.